(1)
DFT (ωB97M-V/def2-TZVPD) results for a structure of composition C33H42GeO9PZn in a non-equilibrium geometry.

```
87
Properties=species:S:1:pos:R:3:forces:R:3
Zn -0.500523 1.962237 0.001669 0.07 0.12 -0.17
O 3.552077 0.537937 0.540569 0.38 -0.12 -0.17
C 2.450677 1.219537 0.242269 0.17 0.00 0.39
O 1.554077 1.353637 1.036469 -0.31 0.14 -0.01
C 2.402677 1.812337 -1.143031 0.09 -0.19 -0.32
O 1.539777 2.912537 -1.136031 0.05 -0.15 -0.03
C 1.958777 4.027837 -0.370831 -0.42 0.57 0.28
C 0.683277 4.719837 0.232469 1.20 -0.01 -0.37
O 0.762777 5.916537 0.468469 0.12 0.42 0.05
O -0.304223 3.968237 0.422469 -0.69 -0.64 0.27
H 3.409777 0.096137 1.404169 -0.12 0.22 -0.21
H 3.401577 2.041437 -1.539731 -0.12 -0.02 0.19
H 1.889377 1.069437 -1.769831 0.31 -0.03 0.03
H 2.594777 3.736137 0.475869 -0.06 -0.05 -0.12
H 2.515477 4.740737 -0.996931 -0.20 -0.14 0.12
O -0.151223 -1.544363 -2.350631 -0.01 -0.18 -0.29
C -0.604923 -0.744463 -1.539531 -0.88 -0.64 -0.03
O -0.130823 0.414037 -1.325631 0.48 0.90 0.21
C -1.841623 -1.173863 -0.719131 0.37 0.37 -0.17
C -1.594323 -2.437563 0.089969 0.61 -0.13 0.45
Ge 0.165677 -2.798363 1.019369 0.08 -0.77 0.19
C 1.572577 -3.203363 -0.325931 -0.42 0.18 0.38
C 1.904877 -4.505963 -0.673831 -0.17 -0.08 0.18
C 2.834077 -4.760863 -1.667331 0.08 -0.19 -0.13
C 3.435977 -3.710863 -2.338931 0.09 -0.02 -0.09
C 3.113877 -2.407563 -2.002231 0.17 0.10 -0.07
C 2.198877 -2.161963 -0.998031 -0.01 0.05 0.12
C 1.125077 -1.900763 2.531269 -0.36 -0.14 -0.69
C 0.475577 -1.658963 3.732169 -0.07 -0.02 0.02
C 1.146077 -1.095763 4.800769 -0.05 -0.03 0.13
C 2.490177 -0.779263 4.687069 0.16 0.05 0.07
C 3.167377 -1.075863 3.516269 0.17 0.02 0.12
C 2.485877 -1.647863 2.450969 -0.03 -0.18 -0.16
C -0.087923 -4.547763 2.001569 -0.01 0.49 -0.40
C 1.045677 -5.044263 2.636969 0.19 0.08 -0.04
C 1.006777 -6.182563 3.418469 0.11 -0.03 0.06
C -0.188323 -6.860163 3.586969 0.01 -0.14 0.06
C -1.324523 -6.393563 2.954569 -0.21 -0.13 0.07
C -1.273423 -5.250163 2.171169 -0.12 0.18 -0.16
H -2.661723 -1.369563 -1.418331 0.08 0.04 -0.04
H -2.132323 -0.347163 -0.080231 -0.16 -0.16 -0.07
H -1.633523 -3.292663 -0.589431 0.07 -0.12 0.07
H -2.384723 -2.563963 0.832169 0.01 -0.04 0.07
H 1.424477 -5.330763 -0.163031 0.00 -0.09 0.00
H 3.078977 -5.782663 -1.929931 0.00 -0.03 0.00
H 4.147477 -3.907863 -3.130731 0.03 -0.01 -0.02
H 3.560777 -1.580963 -2.538131 0.04 0.05 -0.01
H 1.940077 -1.145463 -0.744131 -0.02 0.10 -0.10
H -0.570123 -1.910863 3.820869 -0.14 0.07 0.08
H 0.621777 -0.904263 5.728469 -0.02 0.03 0.01
H 3.017077 -0.329263 5.517469 0.02 0.03 0.05
H 4.231277 -0.877663 3.442869 0.03 -0.02 0.00
H 3.018877 -1.940363 1.552769 0.07 0.06 -0.05
H 1.980577 -4.512163 2.517569 0.13 0.00 0.07
H 1.903877 -6.532763 3.908369 0.10 -0.05 0.03
H -0.229823 -7.745663 4.207669 -0.02 -0.04 0.01
H -2.260223 -6.920363 3.084169 -0.09 -0.02 -0.02
H -2.178123 -4.900263 1.691369 -0.09 0.02 -0.04
C -3.207123 0.544737 2.997269 0.14 -0.22 -0.05
O -2.597223 1.352937 1.991569 -0.58 0.29 0.15
C -1.385323 0.930537 1.532469 0.31 -0.05 -0.04
O -0.917923 -0.091963 2.004969 -0.13 0.31 -0.09
H -2.794823 0.791237 3.978869 -0.04 -0.05 -0.01
H -3.004723 -0.511363 2.789169 -0.16 0.13 0.13
H -4.277523 0.747037 2.976769 0.08 0.07 -0.02
C 0.414977 4.540837 -3.722231 -0.07 0.05 0.07
C -0.770223 4.824037 -2.807031 -0.03 -0.35 0.22
P -1.562623 3.291337 -2.115531 -0.73 0.22 -0.37
C -2.188923 2.442437 -3.659431 0.22 0.09 0.34
C -2.917023 3.212337 -4.756131 0.05 -0.12 0.16
C -3.078523 4.002037 -1.297331 0.18 -0.12 -0.11
C -3.793323 5.205837 -1.905231 0.04 -0.19 0.09
H 0.920277 5.474337 -3.970431 0.07 0.02 -0.06
H 0.103677 4.070037 -4.653131 -0.02 -0.07 -0.09
H 1.120577 3.884237 -3.223131 0.14 -0.08 -0.03
H -1.515323 5.425237 -3.333231 -0.02 -0.01 0.09
H -0.432523 5.388137 -1.935231 -0.10 0.13 -0.02
H -2.816023 1.618137 -3.309931 0.09 -0.07 0.04
H -1.291423 1.979437 -4.078531 -0.01 -0.11 0.04
H -3.908123 3.520637 -4.434331 -0.07 0.10 0.00
H -3.042023 2.565337 -5.624631 -0.03 0.02 -0.11
H -2.358823 4.091437 -5.069631 0.00 0.13 -0.05
H -2.736623 4.258437 -0.291431 -0.02 -0.08 0.00
H -3.775123 3.163537 -1.189931 0.06 -0.01 0.04
H -3.153423 6.085037 -1.888031 0.01 0.09 -0.06
H -4.681223 5.429437 -1.312031 -0.05 0.08 -0.02
H -4.110023 5.016837 -2.928731 -0.02 0.09 -0.06
```
Positions in Å, forces in eV/Å.

## Properties
net charge: -1
LUMO level: 0.0948 hartree
E_HOMO: -5.6 eV
orbital gap: 8.1 eV

Charges in e, computed with Löwdin, in the same order as the atoms: number 1, Zn, carries 0.67; number 2, O, carries 0.12; number 3, C, carries -0.50; number 4, O, carries 0.11; number 5, C, carries -0.12; number 6, O, carries -0.20; number 7, C, carries -0.09; number 8, C, carries -0.67; number 9, O, carries 0.01; number 10, O, carries -0.11; number 11, H, carries 0.09; number 12, H, carries 0.15; number 13, H, carries 0.13; number 14, H, carries 0.13; number 15, H, carries 0.13; number 16, O, carries 0.02; number 17, C, carries -0.68; number 18, O, carries -0.12; number 19, C, carries -0.18; number 20, C, carries -0.24; number 21, Ge, carries 1.12; number 22, C, carries -0.26; number 23, C, carries -0.10; number 24, C, carries -0.10; number 25, C, carries -0.10; number 26, C, carries -0.08; number 27, C, carries -0.13; number 28, C, carries -0.27; number 29, C, carries -0.11; number 30, C, carries -0.08; number 31, C, carries -0.09; number 32, C, carries -0.10; number 33, C, carries -0.14; number 34, C, carries -0.26; number 35, C, carries -0.13; number 36, C, carries -0.09; number 37, C, carries -0.11; number 38, C, carries -0.11; number 39, C, carries -0.11; number 40, H, carries 0.12; number 41, H, carries 0.06; number 42, H, carries 0.07; number 43, H, carries 0.06; number 44, H, carries 0.09; number 45, H, carries 0.09; number 46, H, carries 0.09; number 47, H, carries 0.10; number 48, H, carries 0.08; number 49, H, carries 0.10; number 50, H, carries 0.10; number 51, H, carries 0.10; number 52, H, carries 0.10; number 53, H, carries 0.10; number 54, H, carries 0.10; number 55, H, carries 0.10; number 56, H, carries 0.09; number 57, H, carries 0.09; number 58, H, carries 0.09; number 59, C, carries -0.09; number 60, O, carries -0.13; number 61, C, carries -0.43; number 62, O, carries -0.07; number 63, H, carries 0.09; number 64, H, carries 0.08; number 65, H, carries 0.08; number 66, C, carries -0.14; number 67, C, carries -0.38; number 68, P, carries 1.01; number 69, C, carries -0.39; number 70, C, carries -0.15; number 71, C, carries -0.39; number 72, C, carries -0.15; number 73, H, carries 0.07; number 74, H, carries 0.06; number 75, H, carries 0.05; number 76, H, carries 0.06; number 77, H, carries 0.07; number 78, H, carries 0.07; number 79, H, carries 0.07; number 80, H, carries 0.05; number 81, H, carries 0.07; number 82, H, carries 0.06; number 83, H, carries 0.06; number 84, H, carries 0.08; number 85, H, carries 0.06; number 86, H, carries 0.07; number 87, H, carries 0.04

(2)
DFT (ωB97M-V/def2-TZVPD) results for the molecule C9H8IN in a non-equilibrium geometry.

```
19
Properties=species:S:1:pos:R:3:forces:R:3
C 0.893301 2.812430 1.325212 0.39 1.92 1.04
C 1.959001 2.162178 0.703445 1.46 -3.80 0.08
C -0.323432 2.324777 1.179419 -3.46 0.77 -0.45
C 1.842045 0.883129 0.151932 -2.30 2.97 -0.40
C -0.630898 1.146718 0.411403 -0.06 -0.84 -0.32
C -1.878086 0.640908 0.216290 -0.12 1.78 1.08
C 0.521049 0.423027 -0.161855 0.05 1.55 1.77
C -0.549956 -1.402541 -1.364829 1.79 1.44 0.30
C -1.200248 -2.712923 -1.320062 -1.87 -0.37 -1.24
N 0.206438 -0.647957 -0.794490 -1.35 -3.22 -1.78
I -3.671594 1.418568 0.961897 0.21 0.20 0.02
H 1.062222 3.725379 1.959917 -0.15 -0.94 -0.95
H 2.957058 2.333834 0.994848 1.09 1.03 0.09
H -1.245117 2.917296 1.427980 1.16 -0.65 0.41
H 2.664520 0.384515 -0.239613 1.43 -0.90 -0.41
H -2.153891 -0.195434 -0.327472 0.06 -1.44 -0.84
H -2.056055 -2.535953 -0.637943 0.48 -0.42 0.15
H -0.538772 -3.538051 -0.946975 -0.71 0.71 -0.46
H -1.803198 -2.943566 -2.322097 1.90 0.20 1.92
```
Positions in Å, forces in eV/Å.

## Properties
net charge: 0
LUMO level (alpha / beta): -0.0142 / -0.0157 hartree
E_HOMO (alpha / beta): -6.7 / -6.7 eV
orbital gap (alpha / beta): 6.3 / 6.3 eV

Charges in e, computed with Löwdin, in the same order as the atoms: number 1, C, carries -0.12; number 2, C, carries -0.10; number 3, C, carries -0.10; number 4, C, carries 0.01; number 5, C, carries -0.28; number 6, C, carries -0.59; number 7, C, carries -0.24; number 8, C, carries -0.04; number 9, C, carries -0.08; number 10, N, carries 0.12; number 11, I, carries 0.79; number 12, H, carries 0.13; number 13, H, carries 0.08; number 14, H, carries 0.08; number 15, H, carries 0.09; number 16, H, carries -0.06; number 17, H, carries 0.08; number 18, H, carries 0.10; number 19, H, carries 0.12

(3)
DFT (ωB97M-V/def2-TZVPD) results for the molecule C5H10O2 in a non-equilibrium geometry.

```
17
Properties=species:S:1:pos:R:3:forces:R:3
C 2.074220 1.129933 -0.374916 -0.02 -0.11 -0.32
O 0.732839 0.812560 -0.019446 -0.73 -0.12 -1.10
C 0.221195 -0.525827 -0.421951 0.45 1.03 0.03
C 0.400927 -1.307678 0.868466 0.66 0.38 0.36
O -1.011532 -1.373186 1.124018 0.21 0.06 0.00
C -1.296263 -0.702652 -0.120493 0.00 0.34 -0.32
C -2.114568 0.554599 0.033148 -0.01 0.06 0.04
H 2.736981 0.252190 -0.420647 -0.25 0.04 -0.01
H 2.064573 1.631685 -1.345791 0.23 -0.10 -0.10
H 2.528701 1.828259 0.348902 -0.57 -0.30 -0.07
H 0.620444 -0.800421 -1.402380 -0.12 -0.08 0.21
H 0.875193 -0.411260 1.332418 -0.09 -1.68 1.50
H 0.912551 -2.271173 0.991109 -0.12 0.31 -0.21
H -1.799881 -1.419949 -0.791090 0.33 0.24 -0.02
H -2.311779 0.992077 -0.951640 0.03 -0.03 0.13
H -3.073245 0.335915 0.513422 0.14 -0.03 -0.06
H -1.560361 1.274926 0.636874 -0.15 -0.01 -0.06
```
Positions in Å, forces in eV/Å.

## Properties
net charge: 0
LUMO level: 0.0380 hartree
E_HOMO: -9.5 eV
structure (SMILES): CO[C@H]1CO[C@H]1C
orbital gap: 10.5 eV

Charges in e, computed with Löwdin, in the same order as the atoms: number 1, C, carries -0.10; number 2, O, carries -0.22; number 3, C, carries -0.20; number 4, C, carries -0.12; number 5, O, carries -0.08; number 6, C, carries -0.32; number 7, C, carries -0.03; number 8, H, carries 0.09; number 9, H, carries 0.08; number 10, H, carries 0.09; number 11, H, carries 0.15; number 12, H, carries 0.13; number 13, H, carries 0.13; number 14, H, carries 0.15; number 15, H, carries 0.09; number 16, H, carries 0.08; number 17, H, carries 0.08

Q: Which ΔE to the lowest compared entry with this formula, charge and spin values were calculated for the entries above? A: 87.8, 257.7, 330.1, in kJ/mol.